(1)
Formula: C19H40P2Re
Source: the Open Molecules 2025 dataset
Level of theory: the ωB97M-V functional and the def2-TZVPD basis

Geometry (Å):
P -0.216219 -2.051348 -2.271667
P 0.147211 1.918096 -2.234744
C -0.482755 -0.699167 -3.510098
C 0.382723 0.591965 -3.510521
H -1.559146 -0.453694 -3.526076
H -0.285221 -1.199489 -4.475428
H 1.459515 0.348406 -3.558091
H 0.164875 1.112523 -4.460039
C -1.342435 2.802754 -2.762710
H -1.615857 3.571736 -2.027242
H -2.190283 2.115637 -2.896359
H -1.133873 3.296967 -3.723715
C 1.506029 3.051488 -2.712085
H 1.290226 3.507034 -3.685532
H 2.455995 2.500819 -2.770506
H 1.607994 3.849478 -1.962209
C -1.464688 -3.275521 -2.794573
H -1.486373 -4.114773 -2.085096
H -1.213300 -3.661863 -3.790495
H -2.461408 -2.812762 -2.828982
C 1.356073 -2.820783 -2.758104
H 2.157957 -2.078604 -2.888354
H 1.207212 -3.346678 -3.712537
H 1.668586 -3.553973 -2.002901
Re -0.112356 -0.243509 1.869050
C 0.356753 1.960663 -0.524930
C -0.885921 1.282819 0.144913
C -1.648930 0.183839 -0.572209
C -1.556186 -1.246572 0.000551
C -0.355816 -2.076420 -0.559793
C 0.918906 -1.406225 0.091368
C 1.621730 -0.290910 -0.654491
C 1.608830 1.135136 -0.064346
C 0.278380 -1.797755 3.080331
H 0.419472 3.001388 -0.176366
H -1.540962 1.994281 0.662890
H -1.355335 0.170828 -1.633198
H -2.717489 0.490700 -0.604104
H -1.542233 -1.219459 1.179046
H -2.499649 -1.773309 -0.206091
H -0.416941 -3.121542 -0.220195
H 1.604172 -2.147156 0.522770
H 1.193280 -0.253475 -1.666118
H 2.670058 -0.611966 -0.834780
H 1.644288 1.081531 1.054366
H 2.522223 1.655131 -0.382821
H 1.233349 -1.591118 3.585246
H 0.382665 -2.715395 2.486423
H -0.504505 -1.924199 3.836944
C -1.379795 0.378839 5.241109
C -0.123943 1.110887 4.785184
C 1.143737 0.530848 5.407617
C -0.025819 1.246607 3.222049
H -1.300209 -0.706349 5.117532
H -2.261611 0.728958 4.689797
H -1.549636 0.579147 6.306410
H -0.209100 2.147818 5.140980
H 1.201980 -0.556709 5.295236
H 2.040148 0.975401 4.956081
H 1.163113 0.758144 6.479964
H 0.900018 1.797024 2.998685
H -0.869508 1.873858 2.892976

Cartesian forces (eV/Å) of the 6 atoms listed first:
P -0.102 -2.282 -3.694
P 0.884 2.862 -3.289
C -0.090 0.707 0.049
C -0.002 -0.770 0.112
H 0.407 -0.119 0.060
H -0.013 -0.093 0.416

Output
- ΔE to the lowest compared entry with this formula, charge and spin: 0.000 eV
- Total charge: +2
- Kohn-Sham gap (spin up / spin down): 6.342 / 6.616 eV
- Lowest unoccupied orbital energy (spin up / spin down): -6.87 / -6.77 eV
- 2S+1: 4

(2)
Formula: C19H41BFNO2
Source: the Open Molecules 2025 dataset
Level of theory: the ωB97M-V functional and the def2-TZVPD basis

Geometry (Å):
C 5.664421 2.043477 -3.414571
C 4.292274 2.099503 -4.127275
O 3.374008 2.896308 -3.441354
B 2.184343 2.233821 -2.848650
C 1.302828 3.447913 -2.176230
C 1.224941 1.472644 -3.995730
C 0.848004 2.400995 -5.085260
O 1.592185 2.836374 -5.937396
C 2.652556 1.210619 -1.599970
C 2.210365 -0.234535 -1.526104
C 2.702113 -1.179659 -2.614390
F 0.778325 -0.298080 -1.483961
H 6.445271 2.552906 -3.984344
H 5.576963 2.487775 -2.421465
H 5.999394 1.006532 -3.277539
H 4.435066 2.509367 -5.136455
H 3.924177 1.073078 -4.270801
H 0.437520 3.076694 -1.608578
H 1.952374 3.968282 -1.456145
H 0.984132 4.202652 -2.903459
H 0.309097 1.159912 -3.482093
H 1.684888 0.608820 -4.488078
H -0.219146 2.712319 -5.129217
H 3.748022 1.177857 -1.505416
H 2.301091 1.668064 -0.660157
H 2.537368 -0.656029 -0.558298
H 2.028982 -1.183400 -3.470504
H 2.750865 -2.207489 -2.234381
H 3.710542 -0.893443 -2.918858
C -4.660405 0.643248 1.373387
C -3.392736 0.523986 0.533396
C -2.748980 -0.870365 0.540173
C -2.642732 -1.626179 1.864075
N -1.513359 -1.287188 2.843090
C -0.480156 -2.387573 2.835668
C 0.295517 -2.143939 1.554138
C 0.358934 -0.612413 1.437139
C -0.689427 -0.089559 2.418500
C -2.059558 -1.056022 4.230817
C -2.555038 -2.278907 4.989235
C -3.835252 -2.956514 4.502203
H -4.477190 0.463024 2.435992
H -5.072867 1.647749 1.291573
H -5.427944 -0.058541 1.040666
H -2.688365 1.303212 0.826965
H -3.634605 0.750558 -0.505685
H -1.794415 -0.848177 0.014083
H -3.388708 -1.515779 -0.069001
H -2.524514 -2.684811 1.644432
H -3.572322 -1.520717 2.414192
H 0.136878 -2.247511 3.723795
H -0.976777 -3.353017 2.883675
H -0.240333 -2.570296 0.704781
H 1.277197 -2.610031 1.580199
H 0.169642 -0.291820 0.416719
H 1.340947 -0.226472 1.703355
H -1.340681 0.679474 2.026444
H -0.222105 0.298261 3.320748
H -2.844537 -0.305371 4.129328
H -1.243471 -0.611457 4.797729
H -2.725444 -1.920319 6.006769
H -1.753669 -3.014948 5.072622
H -4.632902 -2.230929 4.331891
H -4.186719 -3.657096 5.258064
H -3.686873 -3.526837 3.585521

Cartesian forces (eV/Å) of the 6 atoms listed first:
C -0.056 -0.364 -0.028
C 0.200 0.154 -0.054
O -0.050 -0.266 -0.029
B -0.020 0.437 0.181
C 0.391 -0.057 0.165
C -0.185 0.045 -0.209

Output
- Kohn-Sham gap: 5.735 eV
- Lowest unoccupied orbital energy: -0.57 eV

(3)
Formula: C19H41BN6OsSi4
Source: the Open Molecules 2025 dataset
Level of theory: the ωB97M-V functional and the def2-TZVPD basis

Geometry (Å):
H -1.508275 -3.053398 -0.002244
N -1.487469 -1.191297 -1.027394
B -1.720578 0.648049 -2.766920
N -2.114526 -0.728477 -2.170879
C -2.938138 -1.682180 -2.632678
Os -0.292640 0.056706 0.180979
H -3.526479 -1.492898 -3.516567
C -2.841746 -2.797030 -1.805261
H -3.372391 -3.719178 -1.884787
C -1.896694 -2.459925 -0.823337
H -2.281109 0.868305 -3.798882
C 1.341758 1.174299 0.783170
H 2.032802 0.874707 1.584347
H 0.873745 2.106600 1.123412
H 1.924539 1.414460 -0.112718
N -0.175940 0.592087 -2.965356
N -2.007598 1.735046 -1.701616
N 0.625900 0.309319 -1.876026
N -1.403719 1.679852 -0.452398
C 0.596925 0.728884 -4.062537
C -2.800292 2.818723 -1.751474
H 0.129016 0.944940 -5.015189
H -3.369088 3.018436 -2.643341
C 1.916715 0.551116 -3.688548
C -2.704049 3.501123 -0.542927
C 1.900383 0.288439 -2.305366
C -1.811959 2.770361 0.244529
H 2.790885 0.605817 -4.314246
H -3.215131 4.400027 -0.257454
H 2.723064 0.114184 -1.623695
H -1.459112 2.959932 1.257920
H 1.186398 -0.644369 0.735397
C 2.887235 -1.727403 2.508555
Si 1.640585 -0.963903 3.707353
C 1.514908 -2.105892 5.207799
C 2.320492 0.668083 4.375207
Si -0.372459 -0.620432 2.435697
Si -1.437296 -2.662130 2.989779
C -1.692987 -3.254114 4.771388
C -3.182125 -2.528405 2.287914
C -0.319900 -3.936746 2.154191
Si -1.638460 0.862068 3.792725
C -1.918572 0.204817 5.544308
C -0.743510 2.512952 3.954473
C -3.322966 1.105709 2.987123
H 3.830099 -1.871747 3.056914
H 3.090448 -1.082059 1.645263
H 2.548159 -2.702051 2.134978
H 2.482789 -2.061045 5.731578
H 0.736960 -1.793597 5.916124
H 1.338345 -3.151962 4.926989
H 2.454900 1.432917 3.601800
H 1.683051 1.081209 5.167345
H 3.306832 0.452318 4.814330
H -2.407176 -2.630256 5.319556
H -2.123364 -4.265220 4.700148
H -0.771834 -3.326392 5.357215
H -3.227743 -1.995832 1.330302
H -3.562902 -3.548048 2.130105
H -3.849353 -2.017693 2.995274
H 0.020300 -3.633681 1.155309
H 0.572665 -4.143296 2.761848
H -0.893063 -4.870702 2.057712
H -0.988183 -0.095821 6.043277
H -2.362521 1.029734 6.122775
H -2.620579 -0.636670 5.568905
H -0.477323 2.959121 2.988661
H -1.430908 3.202487 4.467875
H 0.171429 2.434865 4.553324
H -3.242992 1.479473 1.958390
H -3.915462 0.183308 2.966598
H -3.870160 1.856424 3.576998

Cartesian forces (eV/Å) of the 6 atoms listed first:
H -0.170 0.221 -0.292
N -0.681 -0.015 -0.627
B 0.638 -0.086 -0.057
N 0.032 -0.625 0.784
C 0.533 0.215 0.516
Os 1.994 -1.669 -1.081

Output
- ΔE to the lowest compared entry with this formula, charge and spin: 0.000 eV
- Total charge: +2
- Kohn-Sham gap (spin up / spin down): 8.790 / 4.752 eV
- Lowest unoccupied orbital energy (spin up / spin down): -5.78 / -9.92 eV
- 2S+1: 5

The following calculated total energy values (in a.u.) correspond, in order, to the records above: -1508.12982; -1078.41332; -2350.05870.